{"formula": "C41H51BrN4P2Si2V", "method": "the ωB97M-V functional and the def2-TZVPD basis", "symbols": ["Br", "V", "P", "P", "Si", "Si", "N", "N", "N", "N", "C", "C", "C", "C", "C", "C", "C", "C", "C", "C", "C", "C", "C", "C", "C", "C", "C", "C", "C", "C", "C", "C", "C", "C", "C", "C", "C", "C", "C", "C", "C", "C", "C", "C", "C", "C", "C", "C", "C", "C", "C", "H", "H", "H", "H", "H", "H", "H", "H", "H", "H", "H", "H", "H", "H", "H", "H", "H", "H", "H", "H", "H", "H", "H", "H", "H", "H", "H", "H", "H", "H", "H", "H", "H", "H", "H", "H", "H", "H", "H", "H", "H", "H", "H", "H", "H", "H", "H", "H", "H", "H", "H"], "coordinates": [[-0.406, 4.742, -3.937], [0.097, 0.118, -0.807], [-2.079, -0.055, 0.651], [0.503, 1.529, 1.354], [-2.322, -2.284, -1.443], [3.220, 1.470, -0.224], [1.590, 1.122, 0.215], [1.474, -1.405, -1.429], [-1.519, -1.112, -0.461], [0.078, 0.845, -2.645], [-4.891, -0.164, 0.426], [1.107, -0.926, 5.189], [0.086, 5.575, 1.415], [-6.155, 1.376, -0.919], [-2.340, -0.865, 2.250], [1.834, -1.232, 4.049], [3.799, 3.153, 0.364], [4.390, 0.182, 0.505], [-0.100, 2.220, -2.746], [4.468, -2.525, -2.606], [2.590, -4.065, -3.294], [1.559, 3.680, 2.811], [-1.029, -3.390, -2.240], [-3.239, -0.851, 4.484], [-1.653, -2.038, 2.540], [-4.993, 2.085, -1.197], [2.212, -2.219, -1.749], [3.469, -4.130, -0.928], [-3.723, 0.539, 0.145], [0.055, 0.783, -5.066], [-6.104, 0.254, -0.104], [1.677, -0.466, 2.902], [0.991, 5.975, 2.387], [-1.763, -2.621, 3.795], [0.801, 0.613, 2.894], [1.722, 5.027, 3.093], [-3.784, 1.668, -0.666], [-3.119, -0.263, 3.235], [0.066, 0.909, 4.039], [3.383, 1.431, -2.088], [-0.085, 4.225, 1.142], [0.143, 0.167, -3.853], [0.218, 0.143, 5.181], [-3.306, -1.450, -2.797], [-3.458, -3.394, -0.436], [0.660, 3.273, 1.830], [-0.175, 2.856, -3.944], [3.191, -3.242, -2.146], [-0.965, 1.187, 0.635], [-0.103, 2.175, -5.167], [-2.563, -2.031, 4.763], [3.311, -4.829, -3.587], [-7.101, 1.698, -1.334], [3.948, 3.185, 1.445], [-3.858, -0.388, 5.242], [-3.017, -3.659, 0.527], [1.123, 7.027, 2.604], [-0.803, 3.895, 0.400], [-3.766, -2.180, -3.468], [-3.640, 0.662, 3.015], [-2.660, -0.799, -3.392], [-4.854, -1.037, 1.066], [-1.527, -4.178, -2.809], [2.524, -2.067, 4.056], [-0.626, 1.744, 4.028], [-3.651, -4.320, -0.984], [2.226, -0.698, 1.999], [4.431, 1.580, -2.364], [0.275, -0.905, -3.784], [-5.030, 2.962, -1.831], [5.199, -3.276, -2.908], [0.112, 0.180, -5.963], [-0.489, 6.315, 0.873], [-4.420, -2.917, -0.246], [2.559, -4.625, -0.589], [4.895, -1.924, -1.804], [3.086, 3.937, 0.101], [4.753, 3.390, -0.115], [-7.011, -0.294, 0.119], [2.131, 2.938, 3.355], [-2.656, -2.487, 5.740], [-2.868, 2.210, -0.876], [2.421, 5.340, 3.858], [-0.395, -3.862, -1.484], [4.268, -1.872, -3.455], [-0.359, 0.373, 6.067], [3.878, -3.545, -0.104], [1.225, -1.523, 6.084], [-4.101, -0.833, -2.371], [2.381, -3.435, -4.159], [4.060, -0.828, 0.252], [-0.179, 2.760, -1.812], [-0.393, -2.827, -2.925], [-0.175, 2.689, -6.112], [2.797, 2.231, -2.546], [-1.039, -2.489, 1.768], [-1.228, -3.534, 4.019], [1.665, -4.552, -2.989], [5.406, 0.315, 0.126], [4.426, 0.258, 1.594], [3.042, 0.491, -2.523], [4.197, -4.891, -1.210]], "mulliken_spin": [-0.001, 1.058, -0.088, 0.011, 0.020, 0.001, 0.064, -0.062, 0.052, -0.094, -0.006, 0.000, -0.002, -0.002, 0.007, -0.005, 0.003, 0.002, -0.001, -0.001, -0.002, 0.000, -0.001, 0.000, -0.004, 0.003, 0.029, 0.000, 0.000, 0.022, 0.001, -0.008, 0.000, 0.000, 0.024, -0.001, 0.003, -0.003, 0.001, 0.016, -0.002, 0.035, -0.001, 0.000, 0.001, 0.009, 0.015, -0.004, -0.015, -0.036, -0.001, 0.001, 0.000, 0.000, 0.000, 0.000, 0.000, -0.002, 0.000, -0.001, 0.000, 0.000, 0.000, 0.000, 0.000, 0.000, 0.009, -0.001, -0.032, 0.000, 0.000, 0.000, 0.000, 0.000, 0.001, -0.001, 0.000, 0.000, 0.000, -0.001, 0.000, -0.005, 0.000, 0.000, 0.002, 0.000, 0.000, 0.000, 0.001, 0.001, 0.000, 0.001, 0.000, -0.006, 0.002, 0.004, 0.000, 0.000, 0.000, 0.000, -0.009, 0.000], "homo_energy_ha": [-0.21521, -0.18220], "total_energy_ev": -179372.644, "s2": 1.1408, "multiplicity": 2, "homo_lumo_gap_ev": [6.30, 5.11], "de_lowest_ev": 0.000, "fmax_ha_per_bohr": 0.0395}